# 1
Computed, not measured: C5H9NO in the gas phase in a non-equilibrium geometry, with ωB97M-V with the def2-TZVPD basis set.

## Properties
* charge: 0
* orbital gap: 8.430 eV
* highest occupied orbital energy: -0.3039 Ha
* multiplicity: 1

Geometry as XYZ:
```
16
Properties=species:S:1:pos:R:3:nbo_charge:R:1
O -0.330 0.378 2.178 -0.715
C 0.460 -0.116 1.100 0.071
C -0.234 -1.238 0.323 -0.256
C 0.926 0.927 -1.308 0.158
C -0.214 0.047 -1.722 -0.433
N -1.022 -0.765 -0.799 -0.632
C 0.996 1.025 0.181 -0.617
H -1.180 0.717 1.863 0.457
H 1.313 -0.567 1.608 0.183
H -0.864 -1.819 1.013 0.216
H 0.519 -1.931 -0.079 0.195
H 0.018 -0.573 -2.604 0.242
H -0.877 0.813 -2.144 0.264
H -1.824 -0.243 -0.462 0.346
H 1.932 1.436 0.605 0.242
H 0.296 1.885 0.271 0.279
```

# 2
Computed, not measured: C5H9NO in the gas phase, with ωB97M-V with the def2-TZVPD basis set.

## Properties
* charge: 0
* orbital gap: 10.434 eV
* highest occupied orbital energy: -0.3486 Ha
* multiplicity: 1

Geometry as XYZ:
```
16
Properties=species:S:1:pos:R:3:nbo_charge:R:1
O -2.409 -0.816 0.988 -0.707
C -1.375 -0.719 0.040 0.118
C 0.129 -1.094 0.312 -0.452
C 0.521 0.330 -0.087 0.072
C 1.769 0.684 -0.785 -0.251
N 1.419 1.311 0.489 -0.585
C -0.924 0.696 -0.404 -0.439
H -2.184 -0.438 1.848 0.467
H -1.736 -1.334 -0.782 0.173
H 0.441 -1.789 -0.486 0.217
H 0.464 -1.493 1.276 0.216
H 1.761 1.314 -1.671 0.194
H 2.556 -0.072 -0.773 0.186
H 2.002 0.981 1.253 0.353
H -1.314 1.496 0.234 0.223
H -1.122 0.943 -1.451 0.214
```

# 3
Computed, not measured: C5H9NO in the gas phase in a non-equilibrium geometry, with ωB97M-V with the def2-TZVPD basis set.

## Properties
* charge: 0
* orbital gap: 10.085 eV
* highest occupied orbital energy: -0.3369 Ha
* multiplicity: 1

Geometry as XYZ:
```
16
Properties=species:S:1:pos:R:3:nbo_charge:R:1
C 0.967 1.073 0.722 -0.590
C 0.198 0.072 -0.123 0.014
C 1.134 -0.827 -0.917 -0.597
C -0.795 -0.674 0.697 -0.101
O -2.071 -0.504 0.168 -0.486
C -1.873 0.399 -0.815 0.378
N -0.698 0.783 -1.059 -0.465
H 1.603 1.679 0.072 0.218
H 1.602 0.555 1.450 0.209
H 0.281 1.732 1.263 0.219
H 1.812 -1.370 -0.249 0.209
H 0.569 -1.555 -1.508 0.215
H 1.728 -0.209 -1.595 0.221
H -0.802 -1.590 1.268 0.236
H -0.878 -0.265 1.952 0.129
H -2.777 0.702 -1.327 0.190
```

# 4
Computed, not measured: C5H9NO in the gas phase, with ωB97M-V with the def2-TZVPD basis set.

## Properties
* charge: 0
* orbital gap (spin up / spin down): 7.940 / 7.939 eV
* highest occupied orbital energy (spin up / spin down): -0.2636 / -0.2636 Ha
* multiplicity: 1

Geometry as XYZ:
```
16
Properties=species:S:1:pos:R:3:nbo_charge:R:1
C 1.896 -0.247 0.104 -0.669
C 0.594 0.518 0.109 -0.270
C -0.518 0.023 -0.753 0.040
O -0.462 -1.373 -0.992 -0.716
C -1.907 0.275 -0.099 -0.505
C -1.749 0.118 1.385 0.245
N -0.632 0.222 1.862 -0.584
H 2.399 -0.220 -0.877 0.207
H 2.611 0.171 0.822 0.220
H 1.737 -1.299 0.365 0.220
H 0.716 1.604 0.060 0.197
H 0.374 0.290 1.961 0.474
H -0.533 0.575 -1.709 0.188
H 0.371 -1.564 -1.440 0.468
H -2.652 -0.399 -0.529 0.248
H -2.246 1.305 -0.268 0.239
```

# 5
Computed, not measured: 2 unconnected molecules or ions with the total composition C5H9NO in a non-equilibrium geometry, with ωB97M-V with the def2-TZVPD basis set.

## Properties
* charge: 0
* orbital gap: 8.500 eV
* highest occupied orbital energy: -0.2877 Ha
* multiplicity: 1

Geometry as XYZ:
```
16
Properties=species:S:1:pos:R:3:nbo_charge:R:1
C -0.970 1.071 -0.912 -0.656
C 0.196 0.684 0.055 0.135
C 1.052 -0.386 0.395 -0.311
C 2.390 0.073 0.682 -0.296
C 2.315 1.508 0.867 -0.101
N 0.954 1.804 0.555 -0.542
H -0.799 0.242 -1.680 0.249
H -1.930 1.057 -0.298 0.227
H -0.844 2.081 -1.343 0.230
H 0.808 -1.401 0.511 0.209
H 3.269 -0.593 0.853 0.224
H 3.230 2.031 1.005 0.228
H 0.391 2.611 0.787 0.405
O -3.549 -3.557 -0.875 -0.931
H -2.594 -3.403 -0.597 0.466
H -3.919 -3.822 -0.005 0.465
```

# 6
Computed, not measured: C5H9NO in the gas phase in a non-equilibrium geometry, with ωB97M-V with the def2-TZVPD basis set.

## Properties
* charge: 0
* orbital gap: 8.759 eV
* highest occupied orbital energy: -0.3161 Ha
* multiplicity: 1

Geometry as XYZ:
```
16
Properties=species:S:1:pos:R:3:nbo_charge:R:1
H -0.429 -0.238 2.167 0.421
N -0.841 -0.548 1.294 -0.730
C -0.826 -0.031 0.104 0.503
C -1.672 1.071 -0.411 -0.705
C -0.122 -1.087 -0.742 -0.588
C 0.865 -1.166 0.396 0.668
C 1.744 0.462 0.103 -0.800
O 1.437 -2.001 1.023 -0.583
H -1.146 1.643 -1.174 0.236
H -1.987 1.727 0.399 0.237
H -2.562 0.634 -0.874 0.257
H 0.282 -0.737 -1.686 0.224
H -0.733 -1.992 -0.857 0.238
H 2.761 0.108 -0.066 0.223
H 1.678 1.001 1.047 0.201
H 1.550 1.153 -0.721 0.198
```

# 7
Computed, not measured: C5H9NO in the gas phase in a non-equilibrium geometry, with ωB97M-V with the def2-TZVPD basis set.

## Properties
* charge: 0
* orbital gap: 10.632 eV
* highest occupied orbital energy: -0.3521 Ha
* multiplicity: 1

Geometry as XYZ:
```
16
Properties=species:S:1:pos:R:3:nbo_charge:R:1
C 1.917 2.003 0.464 -0.057
N 1.220 0.993 0.791 -0.405
C 1.164 -0.090 -0.185 -0.259
C 0.022 -1.081 0.003 -0.389
C -1.339 -0.456 0.490 -0.515
C -2.352 -0.725 -0.568 0.429
O -2.591 0.114 -1.404 -0.528
H 2.074 2.133 -0.618 0.146
H 2.099 2.762 1.226 0.186
H 0.913 0.427 -1.127 0.177
H 2.126 -0.597 -0.284 0.214
H 0.266 -1.783 0.806 0.210
H -0.060 -1.578 -0.975 0.212
H -1.089 0.588 0.709 0.248
H -1.677 -0.946 1.418 0.216
H -2.692 -1.762 -0.749 0.115
```

# 8
Computed, not measured: a molecular structure, C5H9NO, with ωB97M-V with the def2-TZVPD basis set.

## Properties
* charge: 0
* orbital gap: 9.677 eV
* highest occupied orbital energy: -0.3216 Ha
* multiplicity: 1

Geometry as XYZ:
```
16
Properties=species:S:1:pos:R:3:nbo_charge:R:1
C -2.038 0.771 -1.141 -0.415
N -0.795 0.070 -0.841 -0.406
C -0.747 -0.805 0.352 -0.336
C -0.113 0.605 0.291 -0.155
C 1.045 -0.082 0.792 0.521
O 0.870 -0.405 2.036 -0.679
C 2.257 -0.442 0.001 -0.684
H -2.564 0.227 -1.930 0.209
H -1.796 1.771 -1.513 0.200
H -2.700 0.860 -0.267 0.183
H -0.346 -0.669 1.790 0.421
H -0.122 -1.674 0.111 0.206
H -0.616 1.318 0.946 0.206
H 2.837 -1.216 0.506 0.237
H 1.950 -0.777 -0.996 0.251
H 2.879 0.449 -0.137 0.241
```

# 9
Computed, not measured: a molecular structure, C5H9NO, with ωB97M-V with the def2-TZVPD basis set.

## Properties
* charge: 0
* orbital gap: 10.163 eV
* highest occupied orbital energy: -0.3400 Ha
* multiplicity: 1

Geometry as XYZ:
```
16
Properties=species:S:1:pos:R:3:nbo_charge:R:1
C -0.982 -1.351 1.620 -0.706
C -0.208 -1.890 0.490 0.493
N 0.408 -2.747 -0.088 -0.577
O -0.079 -0.630 -0.805 -0.699
C 0.726 0.474 -0.545 0.070
C 0.041 1.740 -0.124 -0.453
C 0.655 1.627 -1.496 -0.434
H -0.508 -0.441 1.998 0.251
H -1.997 -1.107 1.296 0.253
H -1.018 -2.102 2.412 0.252
H 0.474 -1.772 -0.956 0.492
H 1.694 0.242 -0.094 0.178
H -1.044 1.706 -0.068 0.221
H 0.521 2.377 0.614 0.215
H -0.019 1.515 -2.339 0.226
H 1.565 2.179 -1.709 0.215
```

# 10
Computed, not measured: a molecular structure, C5H9NO in a non-equilibrium geometry, with ωB97M-V with the def2-TZVPD basis set.

## Properties
* charge: 0
* orbital gap: 10.427 eV
* highest occupied orbital energy: -0.3547 Ha
* multiplicity: 1

Geometry as XYZ:
```
16
Properties=species:S:1:pos:R:3:nbo_charge:R:1
C 1.370 -0.191 1.069 -0.641
C 0.746 -0.848 -1.307 -0.638
C 0.338 -0.136 -0.035 0.298
C -0.416 1.179 -0.201 -0.529
H 1.066 0.410 1.931 0.223
H 2.329 0.201 0.711 0.224
H 1.534 -1.219 1.402 0.229
H -0.052 -0.807 -2.053 0.225
H 1.636 -0.371 -1.735 0.221
H 0.981 -1.898 -1.113 0.226
H -0.179 1.976 0.504 0.237
H -0.520 1.556 -1.219 0.235
N -2.828 0.712 0.502 -0.713
C -1.631 0.355 0.255 0.580
O -1.035 -0.806 0.451 -0.519
H -3.337 -0.113 0.837 0.342
```

# 11
Computed, not measured: C5H9NO in the gas phase in a non-equilibrium geometry, with ωB97M-V with the def2-TZVPD basis set.

## Properties
* charge: 0
* orbital gap: 10.426 eV
* highest occupied orbital energy: -0.3513 Ha
* multiplicity: 1

Geometry as XYZ:
```
16
Properties=species:S:1:pos:R:3:nbo_charge:R:1
C 1.665 0.538 -0.102 -0.609
C 0.197 0.077 0.068 -0.119
C 0.184 -1.142 1.002 -0.606
C -1.200 0.931 0.257 -0.204
N -1.569 0.403 -1.050 -0.631
C -0.443 -0.331 -1.264 0.676
O -0.099 -1.074 -2.148 -0.599
H 2.258 -0.347 -0.391 0.228
H 2.118 0.908 0.824 0.213
H 1.833 1.271 -0.897 0.220
H 0.399 -0.852 2.036 0.211
H 0.937 -1.881 0.698 0.224
H -0.788 -1.643 0.967 0.212
H -1.780 0.498 1.087 0.180
H -1.385 2.018 0.303 0.200
H -2.404 0.494 -1.608 0.404
```

# 12
Computed, not measured: C5H9NO in the gas phase in a non-equilibrium geometry, with ωB97M-V with the def2-TZVPD basis set.

## Properties
* charge: 0
* orbital gap: 10.787 eV
* highest occupied orbital energy: -0.3667 Ha
* multiplicity: 1

Geometry as XYZ:
```
16
Properties=species:S:1:pos:R:3:nbo_charge:R:1
C -0.704 1.600 -1.351 -0.244
O -0.912 0.466 -0.586 -0.552
C -0.568 0.463 0.767 -0.058
C 0.076 -0.924 0.900 -0.342
C 0.705 -1.240 -0.635 -0.572
C 1.236 -0.980 1.804 0.279
N 2.240 -1.074 2.376 -0.329
H -0.622 1.270 -2.395 0.189
H 0.210 2.145 -1.072 0.170
H -1.578 2.239 -1.239 0.175
H -1.496 0.612 1.330 0.189
H 0.138 1.260 1.046 0.183
H -0.665 -1.648 1.309 0.249
H 0.553 -2.298 -0.788 0.214
H 0.393 -0.777 -1.603 0.237
H 1.754 -0.972 -0.534 0.212
```

# 13
Computed, not measured: C5H9NO in the gas phase, with ωB97M-V with the def2-TZVPD basis set.

## Properties
* charge: 0
* orbital gap: 10.459 eV
* highest occupied orbital energy: -0.3532 Ha
* multiplicity: 1

Geometry as XYZ:
```
16
Properties=species:S:1:pos:R:3:nbo_charge:R:1
C 1.418 0.736 -0.045 -0.596
C 0.141 -0.081 0.095 -0.146
C 0.320 -1.221 1.076 -0.603
C -1.117 0.832 0.178 -0.199
N -1.382 0.482 -1.213 -0.626
C -0.461 -0.532 -1.238 0.686
O -0.265 -1.464 -1.978 -0.589
H 2.257 0.106 -0.349 0.220
H 1.657 1.192 0.923 0.209
H 1.322 1.530 -0.791 0.216
H 0.638 -0.846 2.056 0.210
H 1.089 -1.894 0.679 0.228
H -0.596 -1.811 1.182 0.215
H -1.880 0.463 0.870 0.187
H -0.940 1.896 0.341 0.189
H -2.201 0.612 -1.784 0.400
```

# 14
Computed, not measured: 2 unconnected molecules or ions with the total composition C5H9NO in a non-equilibrium geometry, with ωB97M-V with the def2-TZVPD basis set.

## Properties
* charge: 0
* orbital gap: 9.961 eV
* highest occupied orbital energy: -0.3397 Ha
* multiplicity: 1

Geometry as XYZ:
```
16
Properties=species:S:1:pos:R:3:nbo_charge:R:1
C 0.081 0.058 -2.284 -0.389
C 0.980 0.397 -1.353 -0.221
C 1.330 -0.461 -0.249 -0.244
C 1.955 -0.012 0.845 -0.352
H -0.452 -0.887 -2.260 0.185
H -0.154 0.742 -3.094 0.205
H 1.473 1.366 -1.418 0.209
H 1.058 -1.513 -0.309 0.205
H 2.222 1.033 0.972 0.195
H 2.184 -0.684 1.667 0.205
N -2.057 -0.562 0.931 -0.828
C -1.560 0.554 1.528 0.526
O -1.648 0.770 2.724 -0.609
H -1.871 -0.771 -0.039 0.396
H -2.473 -1.270 1.521 0.400
H -1.069 1.240 0.817 0.115
```

# 15
Computed, not measured: C5H9NO in the gas phase in a non-equilibrium geometry, with ωB97M-V with the def2-TZVPD basis set.

## Properties
* charge: 0
* orbital gap: 11.261 eV
* highest occupied orbital energy: -0.3820 Ha
* multiplicity: 1

Geometry as XYZ:
```
16
Properties=species:S:1:pos:R:3:nbo_charge:R:1
C -0.434 -2.586 0.162 -0.254
O 0.162 -1.333 0.527 -0.541
C -0.367 -0.258 -0.232 -0.047
C 0.006 1.158 0.262 -0.328
C 1.506 1.515 0.230 -0.597
C -0.722 2.059 -0.675 0.286
N -1.286 2.684 -1.469 -0.328
H 0.097 -3.372 0.712 0.200
H -0.361 -2.815 -0.917 0.173
H -1.498 -2.640 0.451 0.172
H -1.469 -0.323 -0.247 0.179
H -0.030 -0.337 -1.282 0.173
H -0.389 1.374 1.266 0.246
H 1.700 2.556 0.531 0.224
H 2.043 0.850 0.908 0.227
H 1.901 1.404 -0.786 0.216
```

Energy relative to the best compared isomer or geometry (same formula, charge and spin) values (in eV) by entry order: 4.714 2.879 2.333 5.243 2.905 4.838 2.561 6.349 4.418 1.360 1.194 2.943 0.760 1.750 1.628.